(1)
A gas-phase ion, BrH2NO2P (charge -1) in a non-equilibrium geometry. Source: the Open Molecules 2025 dataset; level of theory: ωB97M-V with the def2-TZVPD basis set.

Geometry (Å):
Br: -3.130 -1.069 0.695
P: -1.582 -0.494 -0.895
O: -1.228 -1.745 -1.700
O: -1.990 0.754 -1.590
N: -0.196 -0.180 0.119
H: -0.098 -1.071 0.580
H: -0.809 0.320 0.802

Computed properties:
SMILES: N[P@](=O)([O-])Br
E_LUMO (eV): 3.50
ΔE to the lowest compared entry with this formula, charge and spin (eV): 0.208
Total charge: -1
Molar mass (g/mol): 158.9
Energy (eV): -84953.706

(2)
3 unconnected molecules or ions with the total composition C18H46N4OP2S in a non-equilibrium geometry. Source: the Open Molecules 2025 dataset; level of theory: ωB97M-V with the def2-TZVPD basis set.

Geometry (Å):
S: 2.826 -0.025 -2.136
P: 2.589 -0.209 -4.075
P: 4.098 0.970 -5.146
O: 4.885 5.603 -5.882
N: 8.481 -0.084 -3.121
N: -5.859 0.677 4.607
N: -1.518 -2.258 -0.555
N: 6.996 4.582 -5.117
C: 4.514 3.744 -4.084
C: 0.904 -2.352 0.263
C: 7.930 -0.033 -4.536
C: -1.841 -1.451 1.851
C: -5.584 3.100 5.378
C: 6.468 -0.796 -4.635
C: -2.127 -1.289 0.359
C: -4.648 0.143 5.230
C: -3.346 -3.959 -0.308
C: -4.629 -1.378 5.353
C: 5.481 4.693 -5.062
C: 5.483 -0.224 -5.813
C: -0.097 -2.034 -0.843
C: -1.848 -3.665 -0.325
C: 5.019 2.186 -3.989
C: -7.341 0.638 6.692
C: -5.751 2.094 4.245
C: -7.131 0.288 5.220
H: 4.625 4.224 -2.997
H: -7.602 1.690 6.823
H: -3.846 -3.486 0.541
H: 0.051 -0.996 -1.166
H: -2.567 -0.870 2.427
H: -4.815 2.801 6.096
H: -7.251 -0.796 5.110
H: 7.180 3.743 -5.742
H: 7.757 -0.435 -2.437
H: -7.963 0.708 4.640
H: 6.156 2.185 -4.350
H: -6.619 2.384 3.640
H: 0.897 -1.591 1.046
H: 8.712 0.891 -2.769
H: -1.407 -4.037 0.607
H: -0.852 -1.074 2.115
H: 3.365 3.866 -4.352
H: 4.947 -1.163 -6.294
H: 0.167 -2.637 -1.722
H: -8.173 0.052 7.093
H: -3.511 -5.038 -0.224
H: -5.284 4.069 4.965
H: -3.783 0.420 4.615
H: 2.635 -1.627 -4.358
H: -5.396 -1.743 6.043
H: -1.920 -2.490 2.185
H: -3.826 -3.618 -1.232
H: 7.383 4.295 -4.181
H: -3.659 -1.707 5.741
H: 5.945 -0.831 -3.586
H: 7.931 1.066 -4.941
H: 4.992 1.749 -2.893
H: -6.463 0.417 7.306
H: -3.214 -1.317 0.218
H: -6.521 3.263 5.915
H: -1.418 -4.266 -1.135
H: -1.845 -0.272 0.058
H: 1.917 -2.366 -0.155
H: -4.779 -1.856 4.378
H: 0.729 -3.330 0.720
H: -4.893 2.203 3.567
H: 6.097 0.318 -6.650
H: -4.478 0.578 6.221
H: 1.213 0.232 -4.339
H: 6.721 -1.928 -4.916
H: 8.708 -0.644 -5.205

Computed properties:
SMILES: NCCCP(CCC(N)=O)[PH2]=S.CCN(CC)CC.CCN(CC)CC
E_LUMO (eV): -0.02
Molar mass (g/mol): 428.6
Energy (eV): -56827.621

(3)
A molecular structure, C3HN2O5 in a non-equilibrium geometry. Source: the Open Molecules 2025 dataset; level of theory: ωB97M-V with the def2-TZVPD basis set.

Geometry (Å):
O: -2.038 0.981 0.486
O: -1.404 -1.938 -1.620
O: 2.363 -0.839 -0.034
O: 1.407 0.760 1.262
O: 0.036 -0.523 -2.620
N: 0.074 0.848 1.830
N: -0.931 0.405 0.470
C: -0.593 -0.988 -1.694
C: -0.310 -0.393 -0.279
C: 1.480 -0.147 0.327
H: -0.086 1.833 1.871

Computed properties:
E_LUMO (eV): 3.49
ΔE to the lowest compared entry with this formula, charge and spin (eV): 0.959
Total charge: -1
Molar mass (g/mol): 145.1
Energy (eV): -16340.871

(4)
A molecular structure, H9O5Y in a non-equilibrium geometry. Source: the Open Molecules 2025 dataset; level of theory: ωB97M-V with the def2-TZVPD basis set.

Geometry (Å):
Y: -1.577 -0.625 1.311
O: 0.325 1.998 -0.745
O: 2.293 -1.119 -1.013
O: -2.597 1.064 0.058
O: 0.784 -0.982 2.250
O: -0.235 -0.558 -0.438
H: 1.436 -0.986 -0.607
H: -3.192 1.807 0.158
H: 1.287 -0.261 2.628
H: 2.204 -1.940 -1.496
H: 0.323 1.047 -0.637
H: -2.396 1.042 -0.878
H: 1.376 -1.733 2.287
H: 0.081 -0.901 -1.296
H: -0.114 2.145 -1.583

Computed properties:
E_LUMO (eV): -10.93
Total charge: +2
Molar mass (g/mol): 178.0
Energy (eV): -11409.200

(5)
C5H10O in the gas phase in a non-equilibrium geometry. Source: the Open Molecules 2025 dataset; level of theory: ωB97M-V with the def2-TZVPD basis set.

Geometry (Å):
O: -0.103 1.215 0.102
C: 1.634 -0.411 -0.650
C: -1.426 1.391 -0.380
C: 0.429 -0.211 0.210
C: 0.304 -1.020 -1.037
C: 0.177 -0.489 1.660
H: -2.126 0.617 -0.029
H: -0.566 -1.262 1.895
H: -0.259 -0.536 -1.826
H: -1.841 2.366 -0.066
H: 2.447 -1.080 -0.367
H: 1.056 -0.584 2.311
H: -0.233 0.567 1.661
H: 1.947 0.488 -1.169
H: 0.198 -2.104 -1.010
H: -1.399 1.386 -1.473

Computed properties:
SMILES: COC1(C)CC1
E_LUMO (eV): 1.05
ΔE to the lowest compared entry with this formula, charge and spin (eV): 2.734
Molar mass (g/mol): 86.1
Energy (eV): -7392.031

(6)
C4H4N2O in the gas phase in a non-equilibrium geometry. Source: the Open Molecules 2025 dataset; level of theory: ωB97M-V with the def2-TZVPD basis set.

Geometry (Å):
O: 1.844 1.184 -0.723
N: -0.219 -1.197 1.039
N: -1.557 -0.302 -0.541
C: 0.711 -0.446 0.875
C: 0.752 0.395 -0.256
C: -0.525 0.540 -0.676
C: -1.320 -1.238 0.358
H: 1.540 -0.599 1.724
H: 1.539 2.126 -1.032
H: -0.620 1.361 -1.341
H: -2.144 -1.824 0.573

Computed properties:
SMILES: Oc1cncnc1
E_LUMO (eV): 0.47
ΔE to the lowest compared entry with this formula, charge and spin (eV): 2.142
Molar mass (g/mol): 96.1
Energy (eV): -9238.346